# 1
{"formula": "C5H9N", "method": "ωB97M-V/def2-TZVPD", "homo_energy_ha": -0.3671, "smiles": "CCCCC#N", "de_lowest_kcal_mol": 41.7, "species": ["H", "H", "H", "C", "H", "H", "H", "N", "C", "C", "C", "H", "H", "C", "H"], "positions_angstrom": [[-1.0230, -2.3704, 0.9550], [0.9402, -0.6614, -1.4510], [0.7218, -1.9837, 0.9533], [-0.2907, -1.5483, 1.0165], [1.5258, 0.2106, -0.0410], [-0.4392, 1.3564, -2.1043], [0.1714, 2.2183, -0.6856], [-0.6935, 0.2893, 2.7997], [0.4118, 1.4406, -1.4195], [0.6652, 0.1131, -0.7201], [-0.4865, -0.6441, 2.1382], [-1.4643, -0.4386, -0.4839], [-0.7691, 0.5309, 0.9378], [-0.5522, -0.2797, 0.0994], [1.2822, 1.7668, -1.9943]]}

=====

# 2
{"formula": "C2H4BrNO2", "method": "ωB97M-V/def2-TZVPD", "homo_energy_ha": -0.2839, "de_lowest_kcal_mol": 51.9, "species": ["H", "C", "Br", "H", "O", "N", "C", "O", "H", "H"], "positions_angstrom": [[-0.8275, 0.7172, -0.0263], [0.0257, 0.1940, 1.8983], [1.6547, 0.2638, 0.6963], [-1.9036, -0.0562, 1.2234], [-0.2154, -0.6237, -1.9709], [-0.9515, 0.0028, 0.7547], [0.8231, -0.5214, -2.3860], [1.8411, -0.3220, -2.8242], [-0.4597, -0.8430, 0.4410], [0.0131, 1.1887, 2.1937]]}

=====

# 3
{"formula": "C24H28N2O5S", "method": "ωB97M-V/def2-TZVPD", "homo_energy_ha": -0.2688, "smiles": "CCOC(Cn1c(SCc2cc(C(C)=O)ccc2OC)nc2ccccc2c1=O)OCC", "de_lowest_kcal_mol": 553.1, "species": ["C", "N", "C", "H", "N", "C", "H", "H", "O", "C", "O", "C", "O", "C", "C", "H", "H", "H", "H", "C", "H", "H", "H", "C", "H", "C", "H", "C", "H", "O", "C", "H", "C", "C", "H", "H", "C", "O", "H", "H", "H", "H", "H", "C", "H", "H", "C", "C", "C", "H", "C", "S", "C", "C", "C", "H", "C", "H", "H", "H"], "positions_angstrom": [[1.5150, -2.5757, -1.0162], [-2.8439, -0.0731, 0.9911], [0.4984, 1.7781, -2.9294], [2.0355, -1.7574, 6.5251], [-1.5546, 1.9579, -0.0665], [2.2157, -1.9208, 5.4933], [-6.0517, -0.2514, -2.8162], [0.2915, -1.1832, -1.8066], [1.2121, -1.7055, 4.8089], [2.4002, -3.0245, 1.2451], [0.6749, 1.2582, -1.6145], [0.8550, 1.8460, -0.4817], [1.9815, 2.5854, -0.7309], [-0.8839, -0.6803, 3.0565], [-5.4212, -1.1525, -0.8535], [2.9389, 1.2340, -1.5051], [-0.6540, -1.4246, 0.3630], [1.3721, 2.6742, -3.0026], [1.6930, 0.5002, -4.0214], [-4.4707, 0.8439, -1.9375], [-0.6291, -2.6593, -1.4607], [0.5893, -2.5930, -2.6806], [2.4424, -3.1356, 5.4620], [1.2228, -2.4894, 0.6395], [3.2298, -3.1642, 3.3829], [2.3520, -2.4649, 2.8890], [-4.5608, 1.3951, -2.8440], [1.3090, -1.9750, 3.3356], [0.7618, 1.4060, -4.9297], [-2.2860, 2.8215, -2.0371], [-0.3808, 2.7386, 0.0421], [-0.3350, 3.2378, 1.0677], [-3.5942, -0.0323, 0.0969], [-3.6439, 0.5663, -1.1087], [4.0859, 3.8909, 0.2564], [-0.1428, 0.1346, -3.9804], [0.3982, -1.7265, 1.0885], [2.4811, -3.0923, -1.5326], [5.2394, 2.4343, -0.6364], [-0.8069, -0.4521, 4.0843], [-0.5612, 3.3960, -0.8564], [3.1981, 1.3166, 0.2587], [-1.8146, -0.9011, 2.7021], [0.2958, -2.3366, -1.8264], [3.1666, -3.3513, 0.7793], [0.9352, 0.8705, 0.1613], [-2.6012, 1.8901, -1.1098], [4.1867, 3.0200, -0.6639], [-5.4855, -0.2683, -2.0027], [-4.6203, -1.9170, 0.8053], [0.7641, 0.8746, -4.0828], [-0.6778, 0.9281, 2.3302], [-1.7422, 0.9848, 1.0478], [0.3884, -1.4644, 2.3921], [-4.4882, -1.2034, -0.0616], [-6.1767, -1.8896, -1.0775], [3.0017, 1.9722, -0.6785], [4.0238, 3.5113, -1.5346], [-0.5697, 2.3698, -2.9083], [3.2410, -1.5717, 5.4899]]}

=====

# 4
{"formula": "C30H52BrFeN3P2S", "method": "ωB97M-V/def2-TZVPD", "spin_multiplicity": 5, "s_squared": 6.32, "total_charge": 2, "homo_energy_ha": [-0.4702, -0.4736], "de_lowest_kcal_mol": 106.9, "species": ["H", "H", "C", "H", "H", "H", "H", "C", "H", "C", "C", "H", "H", "C", "C", "H", "H", "S", "C", "H", "C", "H", "H", "H", "H", "N", "C", "C", "H", "H", "H", "C", "H", "H", "H", "H", "C", "H", "C", "C", "H", "N", "H", "H", "C", "H", "H", "C", "H", "C", "H", "H", "H", "C", "H", "H", "C", "C", "H", "C", "C", "Br", "H", "H", "C", "H", "H", "H", "C", "Fe", "C", "H", "H", "H", "C", "C", "H", "H", "C", "H", "H", "P", "H", "H", "C", "P", "H", "H", "C", "N"], "positions_angstrom": [[3.7439, 0.7017, 0.6713], [-3.7449, 5.0239, 2.7816], [0.8073, -4.6965, -2.6330], [-3.4084, -0.4227, -2.0055], [-3.9165, -3.0212, 2.8249], [3.3038, -2.1958, -2.0009], [1.1679, -2.2770, -3.7408], [-1.5688, 0.7000, -2.6867], [3.1859, -1.6975, -0.3118], [-1.6349, 6.4504, 1.2832], [2.6419, -1.7187, -1.2668], [2.4356, -3.6927, 1.5801], [1.8713, -7.0070, -0.3481], [-2.9977, -3.6019, 2.6960], [0.7108, -5.7205, -1.6505], [0.3862, -0.2140, -5.2494], [-2.7266, 2.9239, 3.1679], [-0.4980, 0.2475, 0.3348], [3.1830, -5.2702, -2.7597], [-3.0060, -3.5694, 0.5396], [2.1272, 2.7730, -2.6208], [-3.0553, 2.3903, 1.5163], [1.3917, 1.7954, 2.3673], [-1.8725, 4.2811, 4.5115], [-0.0387, 5.3650, 0.3467], [0.3461, -2.1881, 1.0359], [1.4869, -4.0114, 2.0137], [-0.9275, 4.7729, 4.2485], [2.5254, -0.3272, 1.4499], [-1.0813, 6.7527, 2.1849], [2.7764, 2.0956, -3.1875], [-3.7219, 4.3520, 1.9053], [4.1682, -5.1092, -3.2083], [-3.2719, -4.6623, 2.7137], [-2.6303, -2.4773, -3.2507], [-2.6841, 6.3442, 1.5810], [-2.6937, 3.2448, 2.1166], [0.8385, 4.3874, 3.0072], [2.0649, -4.6257, -3.2957], [-0.2915, -0.2875, -4.3916], [-3.5199, 4.9290, 0.9872], [3.1060, -6.0434, -1.6854], [2.4598, 3.7975, -2.8268], [3.1330, 0.1367, -2.2733], [-0.7533, -1.4057, 0.8526], [-0.3033, -3.0638, 2.8509], [1.1908, -1.7222, 0.6916], [0.1476, -2.5644, -3.6161], [3.0441, 1.5539, 2.9514], [-2.4430, -0.4325, -2.5312], [1.4528, -0.3705, -2.5114], [-1.6048, 7.3032, 0.5786], [-4.7360, 3.9424, 1.7786], [-2.3309, -3.3032, 1.3622], [2.2382, -3.9509, -4.1363], [0.0639, 2.9343, 3.6170], [-1.0790, 5.1870, 0.6277], [-0.7710, -1.5191, -3.8543], [1.1078, 2.6721, -3.0010], [2.7075, 0.6592, 1.0189], [-0.6690, 0.8706, -3.7269], [-3.5611, 2.8901, -1.3716], [-2.7258, -1.1782, 1.0632], [1.7618, -2.3675, -1.1645], [-0.1409, 3.9467, 3.2295], [-0.3543, 4.8925, 5.1773], [1.5925, 3.2514, -0.5628], [-2.3394, -3.4224, 3.5512], [-0.1894, -3.6751, -2.8746], [-1.9816, 1.3058, -1.0702], [2.1993, 2.5173, -1.1152], [1.6835, -4.6087, 2.8956], [-1.1326, 5.7783, 3.8667], [-0.2472, -5.9575, -1.1864], [2.2646, -0.3196, -1.7681], [-2.0602, -1.5572, -3.2464], [-1.6267, 4.9167, -0.2862], [0.9724, -4.6323, 1.2769], [1.8930, -6.3065, -1.1848], [-1.1803, -3.7495, -2.4135], [1.1494, -2.0539, 2.9531], [-0.9525, 3.6163, 1.6166], [-0.2790, 1.8522, -3.9943], [3.2472, 2.6227, -0.7876], [0.6404, -2.8217, 2.3546], [1.7341, 0.8665, -0.5006], [-1.4036, -3.8717, 1.2287], [2.7261, 2.7540, 1.6887], [2.4456, 1.7523, 2.0515], [-1.9692, -1.8592, 1.1494]]}

=====

# 5
{"formula": "C16H10ClFNO10P", "method": "ωB97M-V/def2-TZVPD", "total_charge": -2, "homo_energy_ha": 0.0350, "species": ["O", "P", "O", "C", "C", "H", "C", "C", "O", "O", "H", "F", "C", "N", "C", "C", "O", "H", "H", "H", "Cl", "O", "C", "C", "O", "O", "H", "H", "C", "C", "C", "H", "C", "O", "C", "H", "O", "C", "H", "C"], "positions_angstrom": [[-0.9165, -0.4129, 1.8919], [2.1033, 0.1155, 2.2384], [-1.4217, -0.9037, -3.0389], [4.8204, -4.3007, -2.1836], [0.4074, -0.1898, -0.0482], [0.6204, -1.5941, -3.7324], [1.3416, -0.6619, -2.2597], [-0.7970, 0.0206, 0.7604], [5.1268, -4.5966, -3.3714], [-3.6099, 1.1918, 3.0953], [0.7216, 1.7482, 2.2939], [-3.2622, 1.1348, -3.2509], [-2.7615, 1.6078, 0.8106], [1.3903, 1.3287, 2.9259], [-2.0447, 0.5653, -1.2937], [1.6951, -0.2247, 0.5181], [5.5571, -3.5566, -1.4245], [3.7814, -0.5869, 0.0794], [-1.6293, 1.6427, 2.6310], [-4.7346, 2.5630, -1.8019], [3.9751, -1.1074, -2.6185], [-4.0237, -0.0162, 2.4773], [-3.9558, 2.0699, -1.2407], [-3.0847, 1.2466, -1.9232], [3.6873, 0.4240, 2.2568], [3.7227, -4.7000, -1.6251], [-2.7964, 2.9286, 2.4658], [-4.8798, 0.2173, 2.0964], [-1.1069, -0.3063, -2.0181], [-3.7852, 2.2499, 0.1300], [0.2318, -0.3863, -1.4346], [2.3771, -1.0795, 3.9142], [-1.8990, 0.7597, 0.0976], [1.2129, -0.8453, -3.5961], [2.7777, -0.5185, -0.3049], [-4.4761, 2.9112, 0.6354], [1.9716, -1.2478, 3.0517], [2.5947, -0.7407, -1.6683], [3.7024, 1.3855, 2.1770], [-2.6336, 1.8651, 2.2874]]}

=====

# 6
{"formula": "C17H20ClMnN2O7", "method": "ωB97M-V/def2-TZVPD", "spin_multiplicity": 5, "s_squared": 6.10, "total_charge": 2, "homo_energy_ha": [-0.5594, -0.5593], "species": ["H", "N", "C", "H", "Cl", "H", "H", "N", "O", "O", "H", "C", "H", "H", "H", "C", "C", "C", "H", "H", "O", "Mn", "H", "O", "C", "H", "C", "O", "C", "H", "C", "C", "H", "H", "H", "C", "C", "C", "C", "O", "H", "C", "H", "H", "H", "C", "C", "O"], "positions_angstrom": [[-3.7499, 5.9494, -0.2932], [-2.2740, 0.0585, -0.1989], [1.0080, 3.1042, -0.7206], [-2.8838, -3.8621, -0.5769], [-6.1016, -0.0606, 0.0181], [1.8160, -0.2960, 3.4557], [0.7389, 3.7693, 1.9105], [-3.4815, 0.6467, -0.1033], [-0.1635, -1.3349, -0.3524], [-1.2363, -3.2699, -0.6358], [2.1190, -0.3828, -1.8576], [1.4484, -0.4034, 2.4351], [3.1831, 0.7188, 1.7345], [2.8390, -1.5820, -0.7686], [0.5301, 2.7452, -1.6339], [-3.5878, 2.0845, -0.1144], [-4.8022, 4.1406, 0.1690], [2.7161, -0.5167, -0.9579], [2.0689, 2.6306, 1.6167], [2.0810, 2.9164, -0.7702], [2.0112, 0.1229, 0.1367], [-0.0994, 0.3991, 0.0273], [-5.6171, 2.2204, 0.5806], [0.4138, 2.3945, 0.3891], [-4.5577, -2.9075, -0.3130], [-5.7197, 4.6474, 0.4334], [-1.2513, -2.0907, -0.4496], [0.3080, 0.4486, 2.2206], [-3.8280, -1.5751, -0.2484], [-0.6565, 2.0813, 2.9140], [-3.6999, 4.8708, -0.2406], [2.5731, -0.1365, 1.4414], [1.0628, -1.4130, 2.2989], [3.6882, -0.0432, -1.0871], [0.8219, 4.1722, -0.6202], [-2.4770, -1.2647, -0.2985], [0.3755, 1.8032, 2.7035], [-4.7534, 2.7567, 0.2394], [0.9835, 2.7346, 1.6677], [-5.7487, -2.9230, -0.2161], [0.9468, 1.8467, 3.6311], [-2.5373, 4.2035, -0.5933], [3.2117, -1.0187, 1.4005], [-1.5964, 2.3080, -0.8605], [-1.6824, 4.7689, -0.9412], [-2.4833, 2.8246, -0.5370], [-4.4467, -0.3173, -0.1045], [-3.8381, -3.9920, -0.4651]]}

=====

Strongest force on any atom across the listed records, respectively: 3.87; 4.96; 18.97; 2.03; 1.74; 1.65 eV/Å.